Formula: C3H5N5
Source: the OMol25 dataset
Level of theory: ωB97M-V with the def2-TZVPD basis set

Values from the calculation:
HOMO energy ... -8.121 eV
2S+1 ... 1
Frontier orbital gap ... 8.58 eV
SMILES string ... NN=c1nc[nH]cn1

Each line ends with the Löwdin charge.
Element x y z (Å)
N 2.755 0.152 0.126  0.00
N 1.695 -0.864 0.222  0.02
C 0.580 -0.476 -0.103  -0.41
N -0.451 -1.656 -0.335  0.17
C -1.537 -1.154 0.005  -0.25
N -1.903 0.194 0.269  0.05
C -1.019 1.195 -0.115  -0.17
N 0.258 0.925 -0.381  0.10
H 2.445 0.934 -0.402  0.02
H 3.691 -0.295 0.110  0.08
H -2.314 -1.785 -0.120  0.08
H -2.803 0.537 0.682  0.16
H -1.397 2.292 0.042  0.15

Formula: C3H5N5
Source: the OMol25 dataset
Level of theory: ωB97M-V with the def2-TZVPD basis set

Values from the calculation:
HOMO energy ... -9.530 eV
2S+1 ... 1
Frontier orbital gap ... 9.04 eV
SMILES string ... [H]/N=c1/nnncn1C

Each line ends with the Löwdin charge.
Element x y z (Å)
H -2.364 -0.892 -0.339  0.05
N -1.484 -1.531 -0.231  0.13
C -0.435 -0.757 -0.073  -0.56
N 0.764 -1.304 0.185  0.08
N 1.818 -0.679 0.134  0.06
N 1.802 0.776 -0.010  0.06
C 0.734 1.287 -0.255  -0.19
N -0.442 0.553 -0.022  -0.08
C -1.796 1.107 0.225  -0.07
H 0.677 2.385 -0.465  0.14
H -2.160 1.008 1.474  0.17
H -2.785 0.711 -0.287  0.09
H -1.602 2.272 -0.147  0.13

Formula: C3H5N5
Source: the OMol25 dataset
Level of theory: ωB97M-V with the def2-TZVPD basis set

Values from the calculation:
HOMO energy ... -8.851 eV
2S+1 ... 1
Frontier orbital gap ... 9.68 eV
SMILES string ... [H]/N=C\n1cn[nH]/c1=N/[H]

Each line ends with the Löwdin charge.
Element x y z (Å)
H 1.322 -0.675 1.838  0.05
N 1.922 0.100 1.491  0.11
C 1.446 0.729 0.515  -0.22
N 0.222 0.414 -0.171  0.02
C -0.589 1.303 -0.932  -0.16
N -1.673 0.768 -1.278  0.06
N -1.722 -0.478 -0.598  0.04
C -0.556 -0.770 0.039  -0.45
N -0.387 -1.939 0.538  0.12
H 0.553 -2.047 0.829  0.00
H 1.941 1.581 0.048  0.12
H -0.225 2.278 -1.306  0.14
H -2.254 -1.264 -1.012  0.16

Formula: C3H5N5
Source: the OMol25 dataset
Level of theory: ωB97M-V with the def2-TZVPD basis set

Values from the calculation:
HOMO energy (spin up / spin down) ... -6.046 / -9.277 eV
2S+1 ... 3
Frontier orbital gap (spin up / spin down) ... 6.57 / 6.47 eV

Each line ends with the Löwdin spin population.
Element x y z (Å)
C 0.196 0.259 1.851  0.44
C 1.267 -0.612 -0.370  0.18
C -0.550 0.630 0.617  0.10
N 1.366 -0.299 1.887  0.47
N 1.922 -0.839 0.747  0.15
N -1.593 1.325 0.527  0.36
N 0.025 -0.082 -0.502  0.23
N -0.749 -0.166 -1.733  0.01
H -0.292 0.491 2.916  0.01
H 1.704 -1.108 -1.198  0.01
H -2.277 1.317 -0.260  0.01
H -0.834 -1.148 -2.003  0.01
H -0.185 0.232 -2.478  0.01

Formula: C3H5N6O2
Source: the OMol25 dataset
Level of theory: ωB97M-V with the def2-TZVPD basis set

Values from the calculation:
Net charge ... +1
HOMO energy ... -12.371 eV
2S+1 ... 1
Frontier orbital gap ... 5.90 eV

Each line ends with the Löwdin charge.
Element x y z (Å)
C 0.019 -2.179 0.802  0.09
C 1.022 -2.986 0.301  -0.08
C -0.201 -0.815 0.591  -0.15
N 1.960 -2.610 -0.506  0.01
N 2.787 -2.325 -1.195  0.39
N 1.095 0.793 -0.637  0.42
N 0.530 0.000 -0.087  0.07
N -0.429 4.135 -1.245  0.00
N -1.438 -0.202 1.221  -0.35
O -2.075 -0.949 1.894  0.14
O -1.630 0.947 0.962  0.14
H -0.718 -2.644 1.450  0.15
H 1.052 -4.036 0.570  0.16
H -0.579 3.740 -2.162  0.00
H -1.242 4.025 -0.656  0.00
H -0.155 5.106 -1.302  0.01

Formula: C3H5NO
Source: the OMol25 dataset
Level of theory: ωB97M-V with the def2-TZVPD basis set

Values from the calculation:
HOMO energy ... -9.192 eV
2S+1 ... 1
Frontier orbital gap ... 10.17 eV
SMILES string ... C=C=O.C=N

Each line ends with the Löwdin charge.
Element x y z (Å)
C -2.194 -0.065 0.388  -0.02
C -1.640 -0.475 -0.699  -0.32
O -1.150 -0.753 -1.700  0.17
H -2.056 -0.516 1.396  0.08
H -3.017 0.613 0.462  0.05
C 2.261 -0.041 0.067  -0.18
N 1.408 0.640 -0.469  0.02
H 2.691 -0.813 -0.598  0.07
H 2.631 -0.062 1.092  0.06
H 1.067 1.473 0.061  0.07

Formula: C3H5NO
Source: the OMol25 dataset
Level of theory: ωB97M-V with the def2-TZVPD basis set

Values from the calculation:
HOMO energy ... -9.996 eV
2S+1 ... 1
Frontier orbital gap ... 11.01 eV
SMILES string ... C=C[C@H]1NO1

Each line ends with the Löwdin charge.
Element x y z (Å)
C -0.310 1.493 -0.851  -0.03
C -0.722 0.360 -0.236  -0.10
C 0.335 -0.729 0.090  -0.42
N 0.302 -1.164 1.416  0.04
O -0.139 -1.991 0.340  -0.06
H -0.938 2.436 -0.961  0.07
H 0.784 1.676 -1.077  0.07
H -1.863 0.275 -0.045  0.14
H 1.306 -0.646 -0.308  0.13
H 1.246 -1.710 1.633  0.16

Formula: C3H5NO
Source: the OMol25 dataset
Level of theory: ωB97M-V with the def2-TZVPD basis set

Values from the calculation:
HOMO energy (spin up / spin down) ... -9.988 / -8.468 eV
2S+1 ... 1
Frontier orbital gap (spin up / spin down) ... 9.65 / 6.92 eV

Each line ends with the Löwdin charge.
Element x y z (Å)
C -1.261 0.656 0.355  -0.11
O -0.320 0.477 -0.696  -0.16
C 0.954 -1.154 -0.721  0.15
C 1.130 0.173 -0.254  -0.55
N 1.982 0.816 0.300  0.26
H -1.309 1.717 0.618  0.08
H -0.972 0.089 1.250  0.09
H -2.244 0.326 0.010  0.09
H 1.290 -1.470 -1.707  0.08
H 0.583 -1.924 -0.046  0.08

Formula: C3H5NO
Source: the OMol25 dataset
Level of theory: ωB97M-V with the def2-TZVPD basis set

Values from the calculation:
HOMO energy ... -10.157 eV
2S+1 ... 1
Frontier orbital gap ... 10.70 eV
SMILES string ... C1=NC1.C=O

Each line ends with the Löwdin charge.
Element x y z (Å)
C 0.109 -0.579 1.279  -0.19
N -0.717 -1.051 2.093  0.10
C -1.240 -0.520 0.765  -0.18
H 1.178 -0.424 1.191  0.11
H -1.583 -1.259 0.044  0.08
H -1.815 0.405 0.802  0.08
C 0.922 0.715 -1.643  -0.14
O 0.636 -0.444 -1.793  -0.01
H 0.588 1.305 -0.763  0.08
H 1.533 1.263 -2.381  0.08

Formula: C3H5NO
Source: the OMol25 dataset
Level of theory: ωB97M-V with the def2-TZVPD basis set

Values from the calculation:
HOMO energy ... -8.822 eV
2S+1 ... 1
Frontier orbital gap ... 9.50 eV
SMILES string ... N/C=C/C=O

Each line ends with the Löwdin charge.
Element x y z (Å)
N -2.204 -0.164 -0.112  0.06
C -0.907 -0.262 0.034  -0.24
C 0.017 0.743 0.060  -0.08
C 1.452 0.383 0.011  -0.33
O 2.010 -0.688 -0.013  0.00
H -2.833 -0.963 0.233  0.14
H -2.677 0.680 0.259  0.12
H -0.473 -1.220 0.005  0.11
H -0.261 1.773 -0.177  0.09
H 2.226 1.200 -0.059  0.11

Formula: C3H5NO
Source: the OMol25 dataset
Level of theory: ωB97M-V with the def2-TZVPD basis set

Values from the calculation:
HOMO energy ... -9.379 eV
2S+1 ... 1
Frontier orbital gap ... 10.37 eV
SMILES string ... O=C1CNC1

Each line ends with the Löwdin charge.
Element x y z (Å)
O 2.169 -0.839 0.560  0.08
C 1.194 -0.357 0.080  -0.18
C 0.141 1.072 0.284  -0.12
N -0.947 0.154 0.218  -0.15
C -0.369 -0.866 -0.594  -0.12
H 0.018 1.784 1.122  0.10
H 0.237 1.636 -0.652  0.09
H -1.169 -0.207 1.141  0.11
H -0.934 -1.814 -0.511  0.10
H -0.340 -0.562 -1.648  0.09

Formula: C3H5NO
Source: the OMol25 dataset
Level of theory: ωB97M-V with the def2-TZVPD basis set

Values from the calculation:
HOMO energy (spin up / spin down) ... -8.677 / -7.858 eV
2S+1 ... 1
Frontier orbital gap (spin up / spin down) ... 8.86 / 8.03 eV

Each line ends with the Löwdin charge.
Element x y z (Å)
C 1.601 0.181 0.036  -0.30
C -0.830 1.110 -0.040  0.03
C -0.754 -0.479 -0.111  -0.22
N 0.703 -0.783 0.147  -0.04
O 2.793 0.276 -0.083  0.07
H -1.012 1.649 0.885  0.03
H -1.073 1.494 -1.067  0.05
H -1.235 -0.777 0.884  0.12
H -1.179 -0.827 -1.009  0.07
H 0.987 -1.843 0.359  0.19

Formula: C3H5NO
Source: the OMol25 dataset
Level of theory: ωB97M-V with the def2-TZVPD basis set

Values from the calculation:
HOMO energy (spin up / spin down) ... -9.195 / -8.022 eV
2S+1 ... 1
Frontier orbital gap (spin up / spin down) ... 8.61 / 6.61 eV

Each line ends with the Löwdin charge.
Element x y z (Å)
C -1.381 0.018 -0.034  -0.06
C -0.004 -0.001 0.489  0.00
O 1.445 -0.865 -0.729  -0.04
C 1.115 0.559 -0.201  -0.58
N 1.638 1.635 -0.328  0.19
H -1.399 0.133 -1.120  0.10
H -1.871 0.898 0.413  0.10
H -1.950 -0.860 0.285  0.09
H 0.149 -0.354 1.511  0.13
H 2.258 -1.164 -0.286  0.08

Formula: C3H5NO
Source: the OMol25 dataset
Level of theory: ωB97M-V with the def2-TZVPD basis set

Values from the calculation:
HOMO energy (spin up / spin down) ... -7.949 / -10.651 eV
2S+1 ... 1
Frontier orbital gap (spin up / spin down) ... 7.16 / 10.44 eV

Each line ends with the Löwdin charge.
Element x y z (Å)
C -1.426 0.072 0.078  -0.28
C 0.929 0.659 -0.485  -0.05
C -0.122 -0.468 -0.219  -0.41
N -2.375 0.707 -0.107  0.14
O 0.310 -1.670 0.031  0.08
H 0.445 1.654 -0.487  0.07
H 1.722 0.600 0.312  0.09
H 1.299 0.605 -1.604  0.11
H -0.349 0.061 2.332  0.14
H -0.434 -2.221 0.150  0.10

Formula: C3H5NO
Source: the OMol25 dataset
Level of theory: ωB97M-V with the def2-TZVPD basis set

Values from the calculation:
HOMO energy ... -9.642 eV
2S+1 ... 1
Frontier orbital gap ... 10.67 eV
SMILES string ... [H]/N=C/OC=C

Each line ends with the Löwdin charge.
Element x y z (Å)
H -2.303 0.394 -1.300  0.05
N -1.455 -0.009 -0.895  0.11
C -0.481 0.814 -0.974  -0.26
O 0.873 0.576 -0.657  -0.06
C 0.982 -0.531 0.164  -0.24
C 0.602 -0.555 1.450  0.04
H -0.544 1.821 -1.406  0.13
H 1.362 -1.392 -0.373  0.11
H 0.239 0.335 1.949  0.07
H 0.725 -1.453 2.043  0.06

Formula: C3H5NO
Source: the OMol25 dataset
Level of theory: ωB97M-V with the def2-TZVPD basis set

Values from the calculation:
HOMO energy ... -9.673 eV
2S+1 ... 1
Frontier orbital gap ... 10.70 eV
SMILES string ... C1=NCCO1

Each line ends with the Löwdin charge.
Element x y z (Å)
C 1.403 0.011 -0.199  -0.25
N 0.801 1.124 -0.205  0.06
C -0.581 0.805 0.189  -0.19
C -0.670 -0.714 -0.004  -0.15
O 0.710 -1.125 0.055  -0.06
H 2.463 -0.141 -0.374  0.13
H -1.311 1.358 -0.407  0.11
H -0.709 1.102 1.239  0.11
H -1.232 -1.256 0.758  0.12
H -1.043 -0.979 -1.000  0.12

Formula: C3H5NO
Source: the OMol25 dataset
Level of theory: ωB97M-V with the def2-TZVPD basis set

Values from the calculation:
HOMO energy ... -8.449 eV
2S+1 ... 1
Frontier orbital gap ... 8.92 eV
SMILES string ... C=CN1CO1

Each line ends with the Löwdin charge.
Element x y z (Å)
C -1.601 -0.097 0.107  0.08
C -0.345 -1.016 -0.241  -0.06
N 0.854 -0.385 -0.459  -0.11
C 1.262 0.831 0.008  -0.22
O 1.979 -0.255 0.419  0.01
H -2.429 -0.684 0.085  -0.03
H -1.766 0.908 -0.048  -0.01
H -0.537 -2.117 -0.096  0.11
H 1.917 1.470 -0.544  0.12
H 0.666 1.346 0.770  0.13

Formula: C3H5NO
Source: the OMol25 dataset
Level of theory: ωB97M-V with the def2-TZVPD basis set

Values from the calculation:
HOMO energy ... -9.419 eV
2S+1 ... 1
Frontier orbital gap ... 10.23 eV
SMILES string ... C=C/C=N\O

Each line ends with the Löwdin charge.
Element x y z (Å)
C 2.316 -0.127 -0.037  0.01
C 1.001 -0.401 0.077  -0.12
C -0.063 0.688 0.089  -0.18
N -1.293 0.617 -0.031  -0.08
O -1.807 -0.647 -0.120  -0.13
H 3.163 -0.779 -0.040  0.05
H 2.624 0.904 -0.220  0.06
H 0.702 -1.425 0.184  0.08
H 0.247 1.681 -0.020  0.09
H -2.748 -0.483 0.495  0.21

Formula: C3H5NO
Source: the OMol25 dataset
Level of theory: ωB97M-V with the def2-TZVPD basis set

Values from the calculation:
HOMO energy ... -10.729 eV
2S+1 ... 1
Frontier orbital gap ... 11.56 eV
SMILES string ... COCC#N

Each line ends with the Löwdin charge.
Element x y z (Å)
C -1.202 0.524 0.360  -0.10
O -0.487 0.094 -0.780  -0.18
C 0.615 -0.742 -0.582  -0.22
C 1.691 0.036 0.062  -0.18
N 2.342 0.849 0.563  0.15
H -1.223 1.614 0.385  0.09
H -0.777 0.179 1.307  0.09
H -2.226 0.156 0.266  0.09
H 0.909 -1.073 -1.578  0.13
H 0.358 -1.637 -0.004  0.13

Formula: C3H5NO
Source: the OMol25 dataset
Level of theory: ωB97M-V with the def2-TZVPD basis set

Values from the calculation:
HOMO energy ... -9.488 eV
2S+1 ... 1
Frontier orbital gap ... 10.46 eV
SMILES string ... C1=NOCC1

Each line ends with the Löwdin charge.
Element x y z (Å)
C -0.089 -0.712 -1.027  -0.19
N -0.973 -1.306 -0.381  0.05
O -1.063 -0.785 0.921  -0.15
C -0.257 0.476 0.902  -0.16
C 0.640 0.383 -0.318  -0.14
H 0.093 -1.113 -1.971  0.10
H 0.283 0.572 1.884  0.13
H -1.034 1.214 0.935  0.10
H 1.667 -0.071 -0.049  0.14
H 0.732 1.341 -0.896  0.13